[1]
A cluster of 5 separate species, C51H51BCl2F35IN2O11S2 in total. Source: the OMol25 dataset; level of theory: ωB97M-V/def2-TZVPD.

Last column: Löwdin charge in e.
Geometry (Å):
H 1.202 -1.746 -9.528  0.150
O 5.617 -2.991 -0.983  0.075
H -6.706 -5.202 -0.134  0.148
C 1.955 -2.128 -2.284  0.067
C 8.741 -1.306 2.182  -0.127
F 0.421 -7.188 -9.403  0.099
H 8.340 -0.721 8.016  0.053
B 4.611 -2.443 -1.859  -0.499
H -8.454 -0.863 -0.396  0.176
F -6.835 -1.085 -1.514  0.094
O 2.626 -3.278 6.432  -0.051
F -2.729 5.288 0.464  0.095
C 0.344 -0.835 -0.598  0.015
H 1.712 -3.382 6.053  0.133
F -2.688 4.977 -2.002  0.129
C 0.860 0.067 5.160  -0.625
H 9.620 -0.570 2.317  0.109
F -6.925 0.286 0.168  0.096
C -7.367 -0.912 -0.286  -0.275
H -3.986 0.657 -3.415  0.081
O -0.645 -1.840 -2.699  -0.100
H -2.121 1.601 -4.672  0.132
S 1.280 0.453 1.860  0.903
C -6.969 -2.039 0.677  -0.503
H -6.541 6.615 3.817  0.174
C -1.791 0.856 -3.848  -0.334
F 5.913 0.565 -2.190  0.094
C 0.937 -4.964 -10.076  -0.503
F -7.880 3.597 3.462  0.125
H -1.628 6.938 0.522  0.177
F -4.836 2.522 6.826  0.097
N 7.509 -0.857 2.714  0.076
F 2.213 -4.955 -7.236  0.099
C 9.115 -2.608 1.452  -0.032
C -0.537 0.052 -4.452  -0.273
C 6.628 -3.138 1.933  -0.022
C -0.019 -5.909 -9.335  -0.276
C -3.526 7.344 -1.636  -0.040
H -5.518 1.235 5.464  0.176
H -5.492 -4.263 0.664  0.144
C -3.083 -0.034 -3.516  -0.088
H 6.529 -2.733 5.067  0.076
C 3.887 -0.738 2.289  -0.148
H 1.662 0.257 -4.721  0.082
F -3.474 8.743 0.236  0.105
H 2.840 2.122 5.589  0.093
I 8.575 -3.381 7.257  0.684
Cl 0.146 2.134 6.916  0.524
F -5.662 -2.020 1.003  0.134
C 2.338 -3.657 -6.913  -0.292
O 5.526 1.441 1.632  -0.289
C -2.654 6.607 0.712  -0.297
H 2.512 -2.876 -9.541  0.145
O -7.311 -3.323 0.193  0.033
F -5.020 4.524 -0.292  0.078
C -7.097 4.639 3.092  -0.427
C 5.016 -1.313 3.213  0.014
F -3.444 2.328 4.364  0.134
C -4.903 4.137 -1.581  -0.259
F -8.334 6.097 4.495  0.088
C 2.583 -0.285 2.981  -0.310
F 2.226 -5.126 -9.718  0.134
C 5.911 -1.984 5.664  -0.219
H -0.962 2.814 -2.946  0.085
H -2.486 7.240 -1.958  0.145
H 4.252 -1.038 7.543  0.115
H -0.628 1.344 -1.893  0.053
C 0.645 1.667 5.177  -0.660
C -3.979 5.069 -2.375  -0.502
C 2.002 2.475 4.884  -0.135
F -7.644 -1.887 1.840  0.144
F -7.694 5.177 1.986  0.103
F 7.124 -0.559 -0.522  0.076
F -2.892 6.757 2.043  0.087
C 7.540 -1.473 7.669  -0.617
H -3.240 -0.929 -4.203  0.075
C 3.394 -0.958 5.408  -0.029
C 0.531 -1.640 -1.938  -0.172
O 2.505 -2.298 7.371  -0.175
H 2.111 -2.740 -3.246  0.102
F -4.475 -1.964 -1.176  0.085
F -4.322 4.259 4.746  0.136
H 0.841 1.910 -4.528  0.086
H 5.448 -2.580 6.538  0.108
N 4.192 -0.667 0.844  -0.146
H 2.607 -0.209 7.343  0.128
Cl -0.584 -0.841 4.407  0.531
H 10.173 -2.819 1.054  0.096
H -3.836 8.320 -2.018  0.150
F -0.118 -5.600 -8.024  0.094
C 6.339 0.574 -0.848  -0.417
C -3.656 7.431 -0.099  -0.432
C 1.361 -2.752 -7.667  -0.432
O -5.267 2.875 3.241  0.039
C 4.745 -1.392 4.743  -0.036
F -6.492 5.316 5.315  0.095
C -5.431 2.313 5.627  -0.275
H 8.079 -4.673 0.801  0.096
H 7.687 -0.485 5.669  0.106
C 0.856 0.840 -4.132  -0.075
C -0.482 -1.507 -4.100  -0.162
H -0.244 2.012 4.525  0.104
H -2.910 -0.476 -2.459  0.072
C 3.257 -1.099 6.991  -0.122
C 2.261 -0.381 4.491  -0.145
H 5.187 -3.591 -0.337  0.090
O 4.911 -2.504 -3.288  0.062
H 6.812 -1.586 8.551  0.058
C 1.561 -0.521 0.290  -0.344
O -4.387 6.421 -2.322  0.036
C -1.407 1.809 -2.584  -0.082
H -1.022 -5.861 -9.766  0.176
F 1.594 -1.469 -7.256  0.098
C 1.479 -2.754 -9.206  -0.040
F 2.113 -3.576 -5.574  0.075
C -4.300 -3.232 -1.585  -0.295
H 1.138 0.799 -3.028  0.068
F -6.680 2.817 5.719  0.094
H 4.936 -3.465 -3.526  0.111
F -4.932 7.136 0.250  0.122
C 3.035 -0.990 -0.018  -0.160
H -3.510 -3.686 -0.979  0.177
F -4.012 4.720 -3.681  0.146
F -3.844 -3.159 -2.863  0.085
H 0.503 -1.911 -4.556  0.106
S 4.933 0.829 0.384  0.849
O 0.581 -3.603 -9.939  0.035
F -6.511 -3.596 -2.398  0.127
H -0.637 0.118 -5.604  0.142
H 3.374 -3.354 -7.092  0.177
H 6.167 0.018 6.668  0.115
H -0.709 -0.474 -0.328  0.115
F -4.419 2.874 -1.566  0.088
H -1.314 -2.028 -4.711  0.137
F 7.167 1.731 -0.705  0.063
H 1.777 3.587 5.101  0.089
H 0.850 -0.260 6.267  0.072
H -5.905 4.120 -2.017  0.180
H -2.335 2.060 -1.956  0.063
H -4.951 4.867 2.641  0.134
C -4.628 2.971 4.497  -0.502
C -6.235 -4.215 -0.137  -0.042
F 0.885 -5.231 -11.401  0.145
C 6.427 -1.769 2.598  -0.208
F 0.078 -3.020 -7.325  0.123
H -5.843 3.834 1.582  0.126
C -5.584 -4.063 -1.529  -0.432
O 3.935 1.749 -0.285  -0.298
C -7.067 5.723 4.171  -0.298
H 2.267 2.322 3.785  0.064
H 5.718 -3.843 1.906  0.105
C 3.183 -1.826 -1.346  0.039
F -5.274 -5.323 -1.958  0.103
C -5.726 4.095 2.635  -0.042
C 7.952 -3.659 1.293  -0.013
C 6.842 -0.856 6.344  -0.274

Values from the calculation:
SMILES string: CC(C)[C@@H](C)COc1cc2c(c(B(O)O)c1)N(S(=O)(=O)C(F)(F)F)c1c(c([C@H](Cl)[C@H](C)Cl)c(COO)c(CCCI)c1-c1ccccn1)S2.FC(F)C(F)(F)COC(F)(F)C(F)F.FC(F)C(F)(F)COC(F)(F)C(F)F.FC(F)C(F)(F)COC(F)(F)C(F)F.FC(F)C(F)(F)COC(F)(F)C(F)F
E_HOMO: -8.35 eV
HOMO-LUMO gap: 7.567 eV
multiplicity: 1
charge: 0

=====

[2]
A cluster of 6 separate species, C51H51F16N4O11S2 in total. Source: the OMol25 dataset; level of theory: ωB97M-V/def2-TZVPD.

Last column: Löwdin charge in e.
Geometry (Å):
F -6.894 -0.018 -1.064  0.094
C -3.705 -3.021 0.522  -0.108
C 8.340 1.674 -1.648  0.030
C -6.975 -0.381 1.220  -0.007
H -3.379 -3.670 -1.502  0.105
C -4.228 -1.600 -1.578  -0.220
H -4.150 -3.856 1.090  0.069
C 6.652 1.147 -7.827  0.025
C 12.270 -3.927 1.424  0.028
F -11.339 -0.882 -0.324  0.184
O -7.321 4.084 4.121  0.087
C 7.616 3.813 -7.430  0.020
C -10.354 -1.494 1.793  -0.421
C -1.387 3.537 -1.245  -0.207
C 8.699 1.097 -0.329  -0.376
C -7.763 0.121 -0.009  -0.394
H -0.072 3.859 0.497  0.106
N -2.688 2.720 1.339  -0.372
N -5.904 1.675 2.188  -0.007
F -9.397 -0.181 -1.618  0.155
H -2.924 4.854 1.001  0.125
H -3.181 4.596 -2.028  0.120
C -3.441 0.080 -3.383  -0.190
C 12.137 -2.564 3.557  0.033
H 0.806 0.077 1.035  0.081
H 6.308 0.148 -8.061  0.124
C 3.336 -1.980 -0.099  -0.347
F -8.549 -1.939 -0.772  0.154
F -10.096 -3.337 3.368  -0.132
F -9.463 -1.070 2.712  0.120
F -8.726 -3.388 1.569  -0.133
C -6.015 3.025 2.307  -0.176
H 1.014 -2.273 -2.636  0.125
O 5.862 -0.640 -2.702  0.084
C 10.310 -2.544 1.925  -0.353
H -0.921 5.295 -0.077  0.120
C 2.579 -1.044 0.767  0.046
O 9.210 -2.138 1.596  0.055
H -2.864 0.088 -4.324  0.117
F -10.444 0.610 0.855  0.138
H -5.266 -1.476 -1.945  0.100
H -4.012 -2.079 1.021  0.033
H -0.951 2.525 -1.241  0.074
F -11.524 -1.139 2.334  0.148
F -6.361 2.355 5.170  0.172
H 3.270 -3.093 -1.984  0.130
C -2.907 1.131 -2.386  -0.236
H 7.158 -3.730 2.874  0.123
C -3.295 -1.352 -2.789  -0.204
F -7.877 3.507 6.124  0.192
H -3.586 3.269 -0.868  0.086
C 1.495 -1.971 -1.714  0.031
O 4.438 -2.377 0.222  0.084
C -3.098 2.601 -2.835  -0.191
H -4.047 -0.910 -0.733  0.067
H -6.761 0.139 3.345  0.147
H -4.130 2.694 -3.218  0.112
C 7.067 -0.700 -0.680  0.025
H -4.504 0.272 -3.619  0.112
S -1.782 1.284 1.081  0.938
C 4.627 -1.677 4.015  -0.364
C -7.505 3.022 4.943  -0.716
C 6.591 -3.047 3.494  0.032
F -8.473 2.192 4.551  0.175
C 7.663 3.316 -8.664  0.024
F -11.888 -3.436 2.057  -0.127
C 2.702 -2.411 -1.366  0.041
H -1.893 0.565 2.242  -0.075
H 7.142 1.513 -3.386  0.094
C -1.046 4.214 0.125  -0.187
H -7.281 4.704 2.189  0.158
C 5.382 -2.611 3.150  0.029
O 3.520 -1.278 3.698  0.073
H -5.105 -3.572 -1.023  0.098
O 7.044 3.469 -5.173  0.093
F -7.978 1.458 0.057  0.128
H 8.867 2.573 -1.943  0.124
O 9.541 1.613 0.376  0.109
H 12.611 -2.266 4.483  0.126
H -3.512 -2.128 -3.546  0.117
C 7.184 1.944 -8.959  -0.385
C -9.006 -0.718 -0.431  -0.337
C -2.882 3.603 -1.648  -0.193
F -10.637 -3.480 0.226  -0.105
H 6.960 -1.375 6.544  0.125
C 11.068 -3.481 1.066  0.026
H -1.704 4.366 2.166  0.132
H -5.918 -0.526 0.933  0.101
O -0.370 -0.641 -1.174  0.049
H 10.366 -1.433 3.810  0.120
H -2.605 -3.099 0.606  0.071
H 7.960 4.812 -7.195  0.123
C -4.133 -3.048 -0.992  -0.221
C 12.899 -3.503 2.699  -0.382
C 6.476 -1.680 5.624  0.030
H -2.367 2.825 -3.634  0.121
H 8.261 -0.541 1.061  0.087
N -4.645 1.450 1.842  0.167
H -2.248 -1.517 -2.466  0.094
C 6.606 1.644 -6.593  0.020
H -4.276 0.519 1.678  0.135
H 6.541 -1.598 -0.385  0.100
H 8.048 3.883 -9.501  0.124
C 10.936 -2.119 3.197  0.023
O 8.337 -3.010 5.071  0.107
H -0.833 4.098 -2.023  0.123
H 10.593 -3.778 0.140  0.123
C -10.278 -0.697 0.464  -0.340
C 7.989 -0.133 0.095  0.021
C 7.085 3.016 -6.299  -0.384
N -4.856 3.558 1.992  0.232
C 7.417 1.106 -2.420  0.023
F -10.265 -4.956 1.849  -0.108
C -3.953 2.588 1.694  -0.371
C 6.708 -0.124 -1.995  -0.381
H -7.944 1.118 2.430  0.111
O 13.993 -3.907 3.025  0.118
H -1.823 0.934 -2.276  0.085
H 6.220 1.076 -5.755  0.115
H 4.900 -2.914 2.230  0.093
H 12.839 -4.613 0.810  0.125
H 3.060 -0.742 1.689  0.097
C 7.234 -2.615 4.757  -0.376
S -10.310 -3.368 1.770  0.819
H 4.699 -0.560 5.898  0.121
H -3.338 0.932 -1.384  0.074
C -2.158 4.092 1.191  -0.185
C -7.287 3.746 2.735  -0.045
C 5.267 -1.244 5.279  0.023
C -6.948 0.668 2.394  -0.063
C 1.372 -0.607 0.416  0.022
H -8.190 3.222 2.381  0.138
O 7.224 1.491 -10.082  0.114
H -7.306 -1.344 1.631  0.119
C 0.736 -1.037 -0.851  -0.367

Values from the calculation:
E_HOMO: -11.16 eV
HOMO-LUMO gap: 7.689 eV
multiplicity: 1
charge: +1

=====

[3]
A structure of composition C51H52BiNOP2Te. Source: the OMol25 dataset; level of theory: ωB97M-V/def2-TZVPD.

Last column: Löwdin charge in e.
Geometry (Å):
C -5.007 0.541 -1.357  -0.104
C -6.365 0.382 -3.357  -0.077
C -0.401 -0.381 -4.015  -0.079
H -5.289 0.317 -5.220  0.104
C 5.847 -3.744 2.476  -0.064
Te 2.129 0.660 2.698  1.618
H -0.440 1.870 3.967  0.054
H 0.861 3.585 3.029  0.079
H -1.106 -6.204 -4.274  0.107
H -0.594 5.883 -3.074  0.107
H 0.515 2.201 -1.330  0.027
C 1.233 2.008 5.335  -0.315
H 2.399 -2.925 -3.045  0.095
C 3.717 3.008 6.163  -0.010
H -7.160 0.469 -1.359  0.105
C 4.958 -2.989 3.240  -0.060
C -5.210 0.380 -4.143  -0.069
H -0.708 0.829 -5.775  0.110
C 3.637 2.272 4.972  -0.286
H -3.073 0.456 -4.163  0.085
H 4.602 0.201 1.415  0.021
H -0.004 2.730 1.675  -0.022
H -1.288 -0.955 -4.203  0.088
C 0.325 -3.472 -2.770  -0.337
C 0.677 3.567 1.938  -0.096
C 4.395 3.211 -0.199  -0.010
H 0.468 2.926 7.133  0.116
C 1.927 -4.692 -4.153  -0.068
C 2.395 4.438 0.352  -0.028
C -1.757 -2.159 -1.678  -0.393
H 6.657 -4.277 2.955  0.109
H 5.078 -2.942 4.315  0.108
H 5.350 3.023 3.915  0.105
H 5.326 3.136 -0.750  0.121
C -0.066 0.632 -4.926  -0.052
H 5.943 1.323 1.072  0.102
H 4.114 6.402 -0.680  0.096
Bi 0.000 0.000 0.000  1.593
H -3.595 2.931 -2.567  0.101
C 1.619 -3.636 -3.293  -0.099
C 1.609 0.108 -2.764  -0.160
C -0.343 -5.488 -3.995  -0.073
H -2.931 5.117 -3.311  0.112
C 1.982 3.409 1.213  -0.297
C -0.121 1.468 4.948  -0.103
C 1.346 2.746 6.524  -0.004
O 2.417 -1.925 -0.658  -0.131
H -0.188 1.465 1.140  -0.096
H -7.338 0.318 -3.827  0.104
C -2.551 -1.128 -0.808  -0.457
C 2.381 1.774 4.535  -0.346
C -0.878 4.896 -2.732  -0.075
H 3.403 3.526 8.902  0.094
C 2.582 3.250 6.938  -0.264
C 2.790 2.256 1.380  -0.295
H 0.167 4.517 1.674  0.099
H 2.927 -4.790 -4.555  0.106
C 4.639 -3.128 0.473  -0.007
H -1.681 -4.412 -2.804  0.082
C 4.944 0.985 0.725  -0.073
C 4.014 5.463 -1.263  -0.047
C -0.290 2.774 -1.725  -0.141
C -3.952 0.457 -3.538  -0.095
C -6.264 0.466 -1.966  -0.070
H 4.546 -3.203 -0.603  0.114
H -2.006 -3.123 -1.179  0.087
C -2.558 3.191 -2.425  -0.077
H 3.242 -1.753 3.262  0.041
H 4.676 3.392 6.494  0.127
C 1.098 1.381 -4.750  -0.062
C 0.946 -5.616 -4.506  -0.075
C 2.703 4.040 8.209  -0.051
H 3.247 5.605 -2.054  0.080
C 3.736 -2.345 1.226  -0.157
C -0.661 -4.432 -3.133  -0.077
C 0.430 -0.644 -2.889  -0.404
P 0.201 -2.039 -1.641  0.932
C -1.624 2.321 -1.822  -0.350
H 6.372 -4.405 0.499  0.108
C 1.941 1.112 -3.672  -0.070
H 1.780 5.321 0.225  0.122
H 1.723 4.149 8.719  0.084
C -2.191 4.463 -2.866  -0.061
H 3.095 5.053 7.982  0.093
C 2.635 -1.623 0.505  -0.543
H -2.205 -2.188 -2.710  0.090
H 1.181 -6.430 -5.180  0.107
H -0.078 0.361 4.890  0.074
H 4.987 5.249 -1.754  0.087
H 1.356 2.161 -5.455  0.110
H 4.784 1.425 3.335  0.015
C 3.597 4.346 -0.351  -0.276
P -2.205 0.658 -1.336  0.849
H 5.049 0.530 -0.282  0.099
C 3.910 -2.297 2.624  -0.064
H -4.941 0.603 -0.279  0.107
H -3.614 -1.474 -0.864  0.110
H 2.854 1.679 -3.542  0.111
N 1.822 -0.592 1.061  -0.497
C 0.069 4.052 -2.164  -0.071
H -2.321 -1.289 0.252  0.036
H 1.093 4.389 -2.064  0.088
H 2.287 -0.096 -1.942  0.078
C 4.011 2.164 0.652  -0.291
C 5.686 -3.816 1.093  -0.059
H 5.643 1.523 4.883  0.100
C 4.919 2.048 4.225  -0.061
C -3.838 0.539 -2.139  -0.431
H -0.902 1.739 5.691  0.088

Values from the calculation:
<S²>: 0.77
E_HOMO (alpha / beta): -9.33 / -9.34 eV
HOMO-LUMO gap (alpha / beta): 4.717 / 4.750 eV
multiplicity: 2
charge: +1

=====

Strongest force on any atom for every record listed, in sequence, given in eV Å⁻¹: 7.21 3.45 5.22.